An isolated molecule of C5H7ClS2 in a non-equilibrium geometry. Source: the OMol25 dataset; level of theory: ωB97M-V/def2-TZVPD.

Element x y z (Å)
C: -1.40823 2.43568 0.14998
C: -2.34030 1.20685 0.03613
C: -1.68732 -0.15906 -0.03428
C: -0.42607 -0.53440 -0.10076
C: 2.31298 -0.70287 0.07624
H: -1.97508 3.35371 0.26410
H: -0.82130 2.47723 -0.80885
H: -0.70898 2.42597 1.01288
H: -2.85285 1.33499 -0.89814
H: -3.08088 1.13513 0.77392
H: -0.21123 -1.61336 -0.06392
H: 1.91243 -1.70772 0.25625
S: 0.98230 0.44733 -0.23020
S: 3.84587 -0.20251 0.09712
Cl: -2.83643 -1.45884 0.04878

Values from the calculation:
**Relative energy (zero: lowest compared OMol25 entry of this formula, charge and spin)**: 21.5 kcal/mol
**Energy**: -1451.236352 a.u.
**HOMO**: -8.540 eV
**Spin multiplicity**: 1
**HOMO-LUMO gap**: 8.1 eV
**Max |F|**: 2.00 eV/Å
**LUMO level**: -0.45 eV

Löwdin population analysis, charges in e, atoms 1 to 4: atom 1 (C): -0.125, atom 2 (C): -0.265, atom 3 (C): -0.738, atom 4 (C): -0.499



C36H32BiN5O5S2 as an isolated structure. Source: the OMol25 dataset; level of theory: ωB97M-V/def2-TZVPD.

Element x y z (Å)
Bi: -0.45286 1.14617 0.08292
O: -0.81235 2.68820 -1.68514
C: -0.38574 3.85959 -1.93695
C: -0.40855 4.33114 -3.28904
C: 0.03484 5.57253 -3.64386
C: 0.52530 6.47392 -2.68274
C: 0.53724 6.06454 -1.37184
C: 0.10250 4.79017 -0.96453
C: 0.17167 4.53545 0.45474
N: -0.03232 3.44577 1.08190
C: 0.10717 3.48232 2.53657
C: 0.08937 2.05513 3.08095
N: -1.02491 1.42451 2.42259
C: -2.11889 1.21227 3.03335
C: -3.38448 0.98264 2.37834
C: -4.45393 0.46761 3.11464
C: -5.71241 0.34036 2.57088
C: -5.91177 0.77997 1.25593
C: -4.88803 1.31485 0.51593
C: -3.56787 1.42065 1.03167
O: -2.63251 1.93530 0.30905
H: -0.76438 3.62570 -4.02867
H: 0.01570 5.86284 -4.69010
H: 0.88014 7.45670 -2.96577
H: 0.90019 6.74053 -0.60167
H: 0.44794 5.42302 1.04569
H: -0.74392 4.03291 2.95944
H: 1.04294 3.97328 2.81387
H: -0.03862 2.06256 4.17251
H: 1.01010 1.53938 2.81262
H: -2.13398 1.30463 4.12918
H: -4.26970 0.15279 4.13742
H: -6.52665 -0.08617 3.14228
H: -6.89624 0.68938 0.80790
H: -5.03873 1.64076 -0.50469
C: 2.42082 -0.61461 -1.81087
C: 1.48712 -1.52163 -1.07340
N: 0.35798 -1.80488 -1.60667
N: -0.35064 -2.83381 -0.99468
C: -1.40363 -2.56561 -0.33722
S: -2.22431 -1.07754 -0.01091
S: -2.26724 -3.97196 0.38823
C: -0.98464 -5.26560 0.41923
C: -0.99895 -6.20789 -0.75117
C: -0.28676 -5.92383 -1.91483
C: -0.31116 -6.80218 -2.98646
C: -1.04647 -7.97789 -2.92021
C: -1.75989 -8.26994 -1.76698
C: -1.73124 -7.39093 -0.69417
C: 1.93908 -2.10021 0.21855
C: 2.72015 -3.24469 0.24036
C: 3.13907 -3.82179 1.43160
C: 2.75710 -3.21319 2.62456
C: 1.98499 -2.06947 2.62371
C: 1.53738 -1.46222 1.42256
O: 0.79884 -0.39973 1.46337
H: 1.89504 0.04010 -2.50223
H: 2.99554 -0.00246 -1.11955
H: 3.11917 -1.24248 -2.37626
H: -0.02860 -4.75086 0.50011
H: -1.15406 -5.82864 1.33975
H: 0.25878 -4.99259 -1.96712
H: 0.24589 -6.56255 -3.88437
H: -1.06511 -8.65969 -3.76203
H: -2.33950 -9.18338 -1.70146
H: -2.28989 -7.62143 0.20627
H: 2.99067 -3.70364 -0.70640
H: 3.73996 -4.72319 1.42929
H: 3.06670 -3.64276 3.57286
H: 1.68447 -1.59730 3.55190
O: 2.33277 2.38087 -2.80949
C: 2.70776 2.77632 -1.71633
C: 3.76058 3.88703 -1.57616
C: 3.92581 4.01841 -0.07732
C: 2.96866 2.95182 0.47972
O: 2.84862 2.77674 1.69018
N: 2.29325 2.31048 -0.50122
H: 3.37787 4.78101 -2.07019
H: 4.66759 3.57734 -2.09850
H: 3.61905 4.98890 0.32051
H: 4.93511 3.82010 0.28806

Values from the calculation:
**Energy**: -3052.127459 a.u.
**HOMO**: -2.190 eV
**Spin multiplicity**: 1
**Total charge**: -2
**HOMO-LUMO gap**: 6.5 eV
**Max |F|**: 0.37 eV/Å
**LUMO level**: 4.30 eV

Löwdin population analysis, charges in e, atoms 1 to 4: atom 1 (Bi): 1.894, atom 2 (O): -0.237, atom 3 (C): -0.391, atom 4 (C): -0.023



C47H46N3O3PRb as an isolated structure. Source: the OMol25 dataset; level of theory: ωB97M-V/def2-TZVPD.

Element x y z (Å)
Rb: -1.42670 0.30205 0.59060
C: -3.40323 -2.55665 1.71172
O: -3.68706 -1.18392 1.85108
C: -4.19075 -0.83391 3.11148
C: -4.45681 0.65449 3.09004
O: -3.27805 1.41925 2.96665
C: -2.61311 1.73953 4.17624
C: -1.22271 1.14956 4.24336
O: -0.46447 1.65219 3.16922
C: 0.92394 1.65670 3.41687
H: -4.30869 -3.16219 1.84283
H: -2.64511 -2.87904 2.43470
H: -3.01815 -2.70332 0.70357
H: -3.47109 -1.09301 3.90378
H: -5.12955 -1.37107 3.31763
H: -5.01813 0.94532 3.98725
H: -5.06437 0.88040 2.21218
H: -3.18672 1.38410 5.04126
H: -2.53644 2.82944 4.23177
H: -1.25293 0.05361 4.19959
H: -0.77734 1.44629 5.20482
H: 1.16891 2.32714 4.25024
H: 1.40588 2.02316 2.51192
H: 1.28959 0.64950 3.64980
C: 1.11045 1.82011 -4.92779
C: 2.39754 1.99312 -4.43389
C: 2.65313 1.80157 -3.08310
C: 1.62852 1.42741 -2.21743
C: 0.33942 1.27706 -2.72045
C: 0.07752 1.47157 -4.06833
P: 1.92411 1.15232 -0.42521
C: 3.51458 0.19619 -0.47830
C: 4.30905 0.18010 0.67844
C: 5.42057 -0.64092 0.78553
C: 5.75487 -1.50353 -0.25202
C: 4.95731 -1.53435 -1.38688
C: 3.85441 -0.69513 -1.49940
C: 2.53291 2.80404 0.09049
C: 3.82018 3.26380 0.18213
C: 4.05425 4.59806 0.59323
C: 3.01308 5.43204 0.89244
C: 1.66992 4.98602 0.78842
C: 0.55372 5.80590 1.05777
C: -0.71024 5.29497 0.89660
C: -0.90840 3.95892 0.47107
C: 0.12704 3.08418 0.19132
C: 1.42268 3.65057 0.37114
H: 0.91225 1.97725 -5.98159
H: 3.19965 2.28723 -5.10081
H: 3.65453 1.95113 -2.69479
H: -0.47782 1.09891 -2.03481
H: -0.93720 1.36156 -4.42976
H: 4.05052 0.83857 1.50099
H: 6.02746 -0.61274 1.68341
H: 6.62304 -2.14655 -0.17364
H: 5.20012 -2.21130 -2.19770
H: 3.24976 -0.72951 -2.39749
H: 4.66347 2.62724 -0.05713
H: 5.07548 4.95605 0.66344
H: 3.20248 6.45610 1.20052
H: 0.70179 6.83225 1.37980
H: -1.56683 5.93046 1.10326
H: -1.94282 3.62595 0.37677
C: -4.06716 2.13574 -3.48357
C: -3.80918 1.29076 -4.56035
C: -3.29723 0.03146 -4.30309
C: -3.03366 -0.36903 -2.98183
C: -3.25725 0.44916 -1.85247
C: -3.79118 1.71234 -2.18983
C: -2.50977 -1.75075 -2.78713
C: -2.95246 -2.78942 -3.67366
C: -2.51053 -4.06182 -3.52766
C: -1.60830 -4.36308 -2.47688
C: -1.10899 -5.66111 -2.23271
C: -0.27164 -5.89929 -1.17776
C: 0.09414 -4.83749 -0.32332
C: -0.36958 -3.57077 -0.54726
C: -1.23477 -3.29420 -1.63449
N: -1.67765 -2.01606 -1.80086
H: -4.46856 3.12877 -3.66692
H: -3.99155 1.61310 -5.57932
H: -3.06391 -0.61679 -5.14360
H: -3.99436 2.42632 -1.39075
H: -3.67290 -2.54250 -4.43988
H: -2.84979 -4.85476 -4.18568
H: -1.40718 -6.46779 -2.89366
H: 0.10418 -6.89755 -0.99138
H: 0.73514 -5.03432 0.52681
H: -0.10821 -2.75246 0.11072
C: 3.02498 -3.09368 1.37232
N: 1.80933 -2.82852 2.11886
C: 1.16728 -3.67949 2.98027
C: 0.05882 -3.00848 3.40862
N: 0.00475 -1.76368 2.83275
C: 1.07614 -1.69187 2.07273
H: 2.96035 -4.07307 0.90008
H: 3.89742 -3.05660 2.02325
H: 3.13589 -2.34000 0.59640
H: 1.54360 -4.66353 3.20164
H: -0.70103 -3.35103 4.09235
H: 1.35541 -0.85477 1.44238

Values from the calculation:
**Relative energy (zero: lowest compared OMol25 entry of this formula, charge and spin)**: 0.5 kcal/mol
**Energy**: -2573.964103 a.u.
**HOMO**: -3.501 eV
**Spin multiplicity**: 1
**Total charge**: -1
**HOMO-LUMO gap**: 5.4 eV
**Max |F|**: 0.26 eV/Å
**LUMO level**: 1.87 eV

Löwdin population analysis, charges in e, atoms 1 to 4: atom 1 (Rb): 0.662, atom 2 (C): -0.093, atom 3 (O): -0.255, atom 4 (C): -0.217



An isolated molecule of C2H7N3O in a non-equilibrium geometry. Source: the OMol25 dataset; level of theory: ωB97M-V/def2-TZVPD.

Element x y z (Å)
C: -0.01643 0.71985 0.18009
C: -0.21894 -0.59202 -0.09175
N: 1.07065 1.45821 -0.21266
N: -1.31075 -1.26629 0.39021
N: 0.64549 -1.31389 -0.87782
O: -0.92451 1.41806 0.93141
H: -0.82179 2.33200 0.61701
H: 1.82637 0.82335 -0.47123
H: 1.39267 2.04112 0.55628
H: -1.01509 -2.14406 0.80624
H: -1.78172 -0.68429 1.08569
H: 0.12367 -2.07466 -1.30665
H: 1.03037 -0.71737 -1.60681

Values from the calculation:
**Relative energy (zero: lowest compared OMol25 entry of this formula, charge and spin)**: 40.6 kcal/mol
**Energy**: -319.885012 a.u.
**HOMO**: -6.402 eV
**Spin multiplicity**: 1
**HOMO-LUMO gap**: 7.3 eV
**Max |F|**: 3.58 eV/Å
**LUMO level**: 0.85 eV

Löwdin population analysis, charges in e, atoms 1 to 4: atom 1 (C): -0.448, atom 2 (C): -0.463, atom 3 (N): 0.087, atom 4 (N): 0.088



An isolated molecule of C3H5NOS in a non-equilibrium geometry. Source: the OMol25 dataset; level of theory: ωB97M-V/def2-TZVPD.

Element x y z (Å)
C: 0.19911 -0.56877 0.44758
C: 2.08675 -1.74184 -0.54440
C: -1.47379 1.06870 0.50045
N: 0.92735 -1.40613 -0.23632
O: -0.64958 0.21858 -0.25800
S: 0.33380 -0.46386 2.09526
H: 2.14835 -2.65306 -1.16130
H: 2.95208 -1.21453 -0.03320
H: -0.70236 1.71992 1.05945
H: -2.20161 0.52388 1.07111
H: -1.92736 1.91526 -0.16577

Values from the calculation:
**Relative energy (zero: lowest compared OMol25 entry of this formula, charge and spin)**: 58.9 kcal/mol
**Energy**: -645.417786 a.u.
**HOMO**: -8.478 eV
**Spin multiplicity**: 1
**HOMO-LUMO gap**: 8.4 eV
**Max |F|**: 4.40 eV/Å
**LUMO level**: -0.05 eV

Löwdin population analysis, charges in e, atoms 1 to 4: atom 1 (C): -0.899, atom 2 (C): 0.024, atom 3 (C): -0.159, atom 4 (N): 0.004